Density functional theory data (the ωB97M-V functional and the def2-TZVPD basis) for a molecular structure, C56H42AsF6I2N5NaO4SSe at a distorted geometry.

```
119
Properties=species:S:1:pos:R:3:forces:R:3
C -1.3140 2.1808 -2.4214 -0.109 -0.086 0.076
C 0.9531 -1.7252 -1.6146 0.154 0.353 0.397
C -2.9303 0.5005 6.0480 -0.067 0.024 0.216
N 3.2398 0.3991 1.2798 0.456 0.024 -0.082
C 2.6764 -1.1513 6.0081 -0.243 -0.015 0.152
C 2.8003 -3.4059 -1.2970 0.001 -0.068 -0.017
O -0.8529 -2.5112 -3.0511 0.419 0.159 0.405
H 0.1312 5.2661 -2.3314 -0.050 -0.095 -0.042
C -0.3678 1.5840 5.7058 -0.159 0.051 -0.239
C -4.7046 -0.4724 -0.9874 0.213 0.404 0.244
C 0.6024 -4.3317 -1.4586 -0.032 -0.095 0.080
C -5.2591 1.9275 -2.0036 0.124 -0.323 0.129
I 0.3608 -1.6921 1.4252 0.108 -0.467 -0.406
C 4.5218 -0.9060 4.5225 0.472 -0.001 -0.250
F 0.9674 5.2891 0.6606 -0.529 0.679 -0.604
H 3.1117 -1.3144 -5.8235 -0.035 0.018 0.083
H -4.6993 -1.3773 -1.5964 0.118 0.004 -0.009
C -3.6646 -0.1685 1.3888 0.816 0.333 -0.153
H 1.4406 0.8806 -1.7191 -0.067 -0.132 -0.317
H -1.2108 -1.4470 -5.3809 -0.124 -0.122 0.039
F 1.5262 4.9884 2.9937 -0.180 0.452 0.735
C -3.1417 2.2516 -0.0823 0.263 -0.460 -0.192
S -4.9041 0.0891 3.5627 -0.236 0.002 0.432
C -4.2859 0.7863 -1.8625 0.052 -0.082 0.646
H 2.9121 0.9811 -0.6687 0.231 -0.005 0.320
H 2.0439 -2.6526 -4.0367 -0.004 -0.004 0.004
N 7.6984 -0.8068 2.6409 0.393 -0.161 0.247
C -2.4041 0.5752 4.7572 -0.080 0.007 -0.636
C 1.8698 0.4005 -2.5992 -0.154 0.305 -0.187
C -1.5869 3.3503 -4.5471 0.005 -0.139 0.207
H -6.0160 1.8594 -2.7873 0.115 -0.009 0.146
H 3.3846 1.1398 -5.5547 -0.046 -0.073 0.099
C -3.3981 -0.3100 -0.1042 -0.262 0.400 0.030
C 1.1287 -5.6062 -1.2184 -0.015 0.221 -0.027
N 6.8207 -1.4806 5.0416 0.497 -0.102 0.013
C 5.4923 -0.1771 1.8466 0.206 -0.146 0.467
H 5.2639 0.7781 -1.3908 -0.046 -0.023 0.111
I -0.9087 -2.6723 4.0094 0.061 -0.166 0.027
C 3.6557 -0.3614 3.5741 -0.328 0.286 -0.550
H 4.3966 -4.7805 -0.8832 -0.113 0.018 -0.028
H -2.9393 -4.1533 -3.4212 -0.093 0.196 0.071
C -0.5868 -1.6239 -1.9324 0.340 0.013 -0.102
C 3.6630 0.6660 0.0432 -0.146 -0.090 0.528
H -0.7095 5.3139 -4.6899 -0.026 -0.075 0.084
C 2.9271 0.5495 -4.7643 -0.076 -0.104 0.134
C -2.1973 0.9497 7.1462 0.026 -0.002 -0.132
H -3.9254 0.0855 6.1873 0.092 0.017 0.053
C 1.8854 -0.5561 5.0259 0.066 0.120 -0.448
H -1.1167 -1.9670 -1.0512 -0.121 -0.178 0.264
H -0.2582 3.2789 -0.9335 0.102 -0.018 0.220
C 2.7703 -0.8263 -4.9148 -0.073 0.016 0.223
C 2.4907 -5.7819 -1.0218 0.013 0.126 -0.014
H 4.6839 -1.7445 6.4832 -0.002 0.011 -0.005
F 3.2891 5.0394 1.3213 1.013 0.552 -0.205
H -2.3371 1.3757 -4.1437 0.118 0.153 0.060
F 2.1624 3.2652 0.0735 -0.073 -0.346 -0.088
C -2.1064 -2.1792 -3.5898 0.144 0.252 0.250
H -2.9384 -1.8870 -5.5402 0.190 -0.070 0.027
C 4.1460 -0.0168 2.1825 -0.667 0.003 0.197
H -0.3657 1.8644 7.8346 -0.045 -0.030 0.002
C 6.4374 -0.6696 2.8634 -1.439 0.295 -0.186
H -3.1849 -3.1136 -1.9851 0.005 -0.015 -0.273
H 0.8225 -0.4092 5.1973 0.305 -0.133 -0.114
H -7.1219 -0.2818 1.5155 0.196 -0.008 -0.013
H 6.9591 -0.0067 0.2983 -0.046 0.011 0.011
H -0.5969 0.0506 -3.2428 0.419 0.121 -0.438
H 2.5500 2.2408 -3.4734 -0.032 -0.132 -0.006
H -5.9185 3.8077 -1.3364 0.141 -0.104 0.041
As 1.8647 4.1477 1.5463 -0.301 -0.170 0.167
C -1.5112 0.9152 -1.5010 -0.157 -0.015 0.364
C -1.2343 -0.3254 -2.4617 -0.245 -0.377 0.290
Se 8.3701 -1.4450 4.1626 1.395 -0.365 0.402
C 3.3300 -4.6677 -1.0591 -0.134 0.016 -0.028
H -1.9654 3.3588 -5.5675 0.040 -0.025 0.125
F 2.7058 2.9562 2.4456 0.312 -0.467 0.223
C -3.0172 0.9929 -0.9285 -0.119 -0.015 0.154
H 0.4579 -6.4597 -1.1674 0.055 0.102 -0.009
C 2.1705 -1.5850 -3.9051 0.031 0.158 0.005
C 5.9126 0.1184 0.5518 0.271 -0.092 0.073
C -1.9788 -2.1721 -5.0906 -0.038 -0.049 -0.498
C 1.4312 -3.2145 -1.5103 -0.057 0.550 0.261
H -6.9267 -0.5108 -0.8790 0.110 0.043 0.055
C -0.6309 3.2981 -1.9418 -0.116 0.013 -0.309
H -2.6283 0.8806 8.1422 0.058 -0.007 -0.156
C 2.4687 1.1638 -3.5997 -0.037 -0.173 0.014
H -1.6879 -3.1677 -5.4508 -0.049 0.211 0.037
H 0.6170 2.0151 5.5387 -0.169 -0.078 -0.017
H 2.8958 -6.7715 -0.8209 -0.053 0.143 -0.034
C 4.9907 0.5456 -0.3665 -0.162 0.041 -0.149
Na 0.5699 1.3654 1.0537 0.640 -1.225 0.232
H -2.6534 -1.0946 -0.2566 -0.166 0.089 0.046
C -4.1322 3.1353 -0.1914 -0.354 0.031 -0.296
C -0.8876 4.4491 -4.0555 0.041 -0.111 0.204
C -1.1326 1.0969 4.6773 -0.002 0.198 -0.121
C -6.1411 -0.3028 1.0429 0.195 0.064 0.700
C 1.7218 -0.9792 -2.7308 -0.199 -0.038 0.103
N -2.6701 0.0659 2.3374 -0.554 0.012 -0.224
O -2.4167 -0.8859 -3.1196 0.217 0.389 0.363
C -5.2030 2.9947 -1.2139 0.308 0.231 0.364
H -4.1379 4.0164 0.4506 -0.032 -0.171 -0.140
C 4.0119 -1.3051 5.7564 0.302 -0.105 0.063
C -3.1669 -3.1332 -3.0836 -0.295 -0.296 0.091
C 5.9498 -1.0448 4.1994 -1.270 0.423 -0.630
H -4.0111 0.4455 -2.8440 0.081 -0.056 -0.283
O -0.6562 0.8547 -0.4422 -1.244 0.357 -1.713
H -4.1563 -2.8366 -3.4612 0.228 -0.103 0.111
C -0.9242 1.4982 6.9799 -0.241 -0.081 0.115
C -0.4131 4.4205 -2.7436 -0.132 -0.223 -0.054
H -0.4680 -4.2193 -1.5923 0.185 -0.034 0.027
O 1.3003 -1.0487 -0.3812 -0.327 -1.095 -0.988
C -6.0271 -0.4220 -0.2710 0.222 -0.005 -0.539
H 3.4519 -2.5378 -1.2973 -0.038 -0.035 0.027
C -3.1771 0.2075 3.5294 0.352 0.179 -0.133
F 0.3887 3.2196 1.7735 -0.282 0.705 0.328
C -4.9308 -0.1762 1.8765 -0.502 -0.050 -0.332
H -2.3460 2.4024 0.6429 -0.069 -0.035 -0.078
H 2.2285 -1.4831 6.9401 0.047 0.056 -0.135
C -1.7971 2.2318 -3.7375 -0.016 0.042 0.024
N 2.3583 -0.1553 3.8474 0.112 -0.104 0.192
```
Forces are in eV/Å.

Results
Lowest unoccupied orbital energy (spin up / spin down), eV: 3.27 / 3.27
Strongest force on any atom, hartree/bohr: 0.0418
2S+1: 2
Orbital gap (spin up / spin down), eV: 6.1 / 6.1
<S²>: 0.76
Charge: -2
Total energy, eV: -248342.558

=====

Density functional theory data (the ωB97M-V functional and the def2-TZVPD basis) for 5 unconnected molecules or ions with the total composition C24H56N2O5 at a distorted geometry.

```
87
Properties=species:S:1:pos:R:3:forces:R:3
H -12.2074 11.5717 -14.0564 0.372 -0.326 0.055
C -10.6780 8.7328 -7.1091 0.815 -0.651 1.240
H -13.4827 14.1567 -10.4168 -1.405 -0.530 -0.769
C -13.4904 11.0602 -16.0252 0.714 0.182 -1.225
H -17.2002 10.3561 -7.1941 0.205 0.082 0.507
C -11.9572 10.9623 -15.8739 0.420 -1.073 0.205
H -16.6216 12.0089 -6.9112 0.007 -0.320 -0.324
H -12.1718 10.6834 -8.2895 -0.453 -0.536 0.156
N -11.8390 9.5566 -6.7528 -0.803 -0.216 0.318
H -15.0282 11.0193 -11.4485 -1.134 0.042 0.870
H -12.9666 9.0560 -9.9682 0.093 0.064 0.239
H -14.6091 10.0248 -4.8172 0.806 0.436 -1.289
H -11.8523 8.8565 -10.9927 -0.288 0.118 -0.004
N -18.4283 10.5345 -9.4345 2.643 -0.334 -1.145
H -13.3830 11.2499 -5.1680 0.577 -0.400 -0.105
H -11.8285 8.9163 -15.7365 -0.434 -1.601 0.716
H -12.9817 15.5055 -9.4755 0.129 -0.117 -0.138
H -10.2156 9.5615 -16.3163 -1.647 0.325 0.678
H -9.0586 7.8985 -6.0599 -0.174 -0.608 0.576
H -10.0012 7.0109 -8.3289 -0.501 0.394 0.535
C -12.8762 9.0883 -5.7303 0.250 -0.640 -1.579
H -11.6088 7.5857 -8.5924 -1.071 -0.276 -0.901
H -13.8133 12.0866 -15.7204 0.024 -0.851 -0.235
C -16.8651 9.7922 -11.1446 1.513 -0.638 2.125
H -9.4179 10.4859 -7.3198 0.019 0.883 0.675
H -18.9115 9.9238 -7.6360 0.692 -0.070 0.377
C -13.0681 13.3728 -7.6776 0.568 0.666 -1.196
H -12.9912 8.3408 -3.7252 1.584 -0.243 -0.845
O -11.7983 12.3571 -9.4634 0.405 0.417 1.247
H -19.0781 12.4537 -7.7222 -0.290 -0.487 0.756
H -19.3262 9.0867 -11.6437 0.076 0.420 1.539
H -17.1030 12.4192 -10.8473 -0.183 0.331 -0.405
C -13.7915 7.9071 -6.3539 2.203 1.154 0.899
C -11.3611 9.6264 -16.3415 1.721 1.637 -1.811
C -17.1170 8.4750 -8.9021 0.579 -1.458 0.130
O -19.3040 10.1189 -8.4875 -2.505 0.321 0.791
H -14.1982 10.5323 -6.5450 -0.451 0.099 -0.098
H -9.6629 9.3144 -5.3732 0.866 2.434 1.057
H -11.5364 9.4745 -17.4024 -0.533 -0.248 -0.163
C -16.5173 12.0016 -10.0454 1.122 -0.898 -0.247
H -16.3952 8.9450 -11.6723 -0.354 0.248 0.130
C -9.9719 8.4166 -5.7599 -1.611 -1.364 -0.709
C -15.7510 10.7606 -10.6031 0.047 0.309 -1.178
O -11.6691 10.8883 -14.4895 -0.208 1.115 1.067
C -17.7687 9.2724 -9.9722 -0.750 1.685 -2.737
H -13.7450 10.8882 -17.1206 -0.072 0.210 1.432
H -18.4651 7.7497 -11.4466 0.324 -0.634 1.021
H -15.6644 10.8441 -7.8301 0.472 -0.140 -0.329
H -13.9181 10.2889 -15.3572 -0.060 0.412 -0.532
H -17.6319 10.2613 -11.7454 0.543 0.611 -0.630
H -17.7601 13.5668 -8.0696 -0.401 -0.338 -0.307
O -12.7556 9.1923 -10.8986 0.245 -0.073 -0.193
H -12.1641 12.3127 -10.3293 -0.434 -0.282 -1.103
C -17.4645 11.6078 -8.9231 -0.608 -0.528 0.996
C -12.1387 8.6621 -4.4283 -1.919 0.122 -0.644
H -15.7603 12.7339 -9.7305 -0.490 0.093 0.267
H -14.5949 7.7227 -5.6586 -0.328 -0.204 0.159
C -12.6372 14.5763 -9.9503 -1.411 0.693 1.399
H -15.0154 10.3364 -9.8583 -1.222 0.039 -0.489
C -10.9126 7.7768 -4.6657 0.350 -0.595 -1.240
H -17.6406 8.5831 -7.9626 -0.339 -0.496 0.132
H -17.0955 7.4069 -9.1866 -0.075 0.387 0.265
H -19.0635 13.1591 -9.3103 1.355 -0.712 1.004
H -14.0338 13.1594 -8.0728 -1.046 -0.481 -0.189
O -12.5839 9.8527 -7.9492 0.655 0.540 -0.473
C -16.6621 11.1862 -7.6448 -1.046 0.341 -0.121
H -11.1760 6.7531 -4.9684 -0.270 0.258 -0.077
H -11.8570 9.6109 -4.0493 0.819 0.917 0.785
C -10.9286 7.3655 -7.8132 1.375 0.709 -0.450
C -13.7932 10.3182 -5.5749 -1.019 -1.060 2.162
H -10.3339 7.6117 -3.7710 0.149 0.260 0.508
H -13.1330 6.9994 -6.4519 -1.095 0.874 -0.302
C -9.7141 9.6590 -7.9150 0.464 -2.045 0.187
H -11.4036 11.7929 -16.3187 -0.292 0.202 -0.168
H -11.2322 14.1330 -8.5305 -0.067 -0.724 0.078
H -14.1719 8.3666 -7.2694 0.005 -0.829 -0.125
H -10.1509 10.0274 -8.8181 -0.262 0.127 -0.701
H -8.7634 9.1149 -8.1498 -0.837 0.255 -0.006
H -11.2657 6.5386 -7.1936 -0.159 0.277 0.145
H -16.0961 8.7476 -8.6508 0.190 0.221 -0.390
H -13.1863 14.2895 -7.0988 0.258 -0.212 0.357
C -18.8819 8.5155 -10.7787 -0.147 0.177 -0.427
C -18.3801 12.7388 -8.4748 -0.324 1.951 -1.769
H -11.9590 14.8281 -10.7114 1.330 0.156 -0.770
C -12.1562 13.6401 -8.8970 1.600 -0.290 1.109
H -19.6604 8.1512 -10.0981 0.096 -0.145 -0.483
H -12.7109 12.4991 -7.1239 0.037 0.483 0.133
```
Forces are in eV/Å.

Results
Lowest unoccupied orbital energy, eV: 0.48
Strongest force on any atom, hartree/bohr: 0.0642
2S+1: 1
SMILES string: CC1(C)CCCC(C)(C)N1O.CC1(C)CCCC(C)(C)N1O.CC(C)O.CC(C)O.O
Orbital gap, eV: 9.0
Relative energy (zero: lowest compared OMol25 entry of this formula, charge and spin), kJ/mol: 218.0
Total energy, eV: -39009.674